1.
{"formula": "C57H62BrN5O5S3SbTi", "method": "wB97M-V/def2-TZVPD", "de_lowest_kj_mol": 0.0, "total_charge": -1, "symbols": ["Ti", "O", "C", "C", "C", "C", "C", "C", "C", "O", "N", "N", "C", "C", "Br", "C", "C", "C", "C", "C", "C", "C", "H", "H", "H", "H", "H", "H", "H", "H", "H", "H", "H", "H", "H", "H", "C", "O", "C", "C", "C", "C", "C", "C", "N", "N", "C", "C", "C", "C", "O", "C", "N", "C", "C", "C", "C", "H", "H", "H", "H", "H", "H", "H", "H", "H", "H", "H", "H", "O", "C", "C", "C", "C", "C", "S", "C", "C", "C", "C", "S", "C", "C", "C", "C", "S", "H", "H", "H", "H", "H", "H", "H", "H", "H", "C", "C", "C", "C", "Sb", "C", "C", "C", "C", "C", "C", "C", "C", "H", "H", "H", "H", "H", "H", "H", "H", "H", "H", "H", "H", "H", "H", "H", "H", "H", "H", "H", "H", "H", "H", "H", "H", "H", "H", "H"], "xyz": [[-1.24, -1.30, -0.18], [-4.85, -3.75, -0.21], [-5.49, -3.08, -1.19], [-6.70, -3.60, -1.64], [-7.43, -2.95, -2.62], [-6.96, -1.76, -3.17], [-5.75, -1.26, -2.73], [-5.00, -1.90, -1.75], [-3.67, -1.29, -1.35], [-2.85, -2.18, -0.63], [-3.84, -0.04, -0.60], [-2.71, 0.17, 0.28], [-3.23, 0.35, 1.56], [-2.89, 1.21, 2.49], [-1.38, -2.07, 2.27], [-2.71, 2.00, 3.51], [-3.47, 3.24, 3.76], [-3.25, 3.96, 4.94], [-3.96, 5.12, 5.22], [-4.90, 5.59, 4.31], [-5.12, 4.89, 3.14], [-4.42, 3.73, 2.86], [-3.99, -3.29, -0.06], [-7.06, -4.52, -1.20], [-8.37, -3.36, -2.95], [-7.53, -1.24, -3.93], [-5.35, -0.34, -3.16], [-3.16, -1.02, -2.27], [-4.69, -0.09, -0.04], [-4.04, -0.33, 1.85], [-1.96, 1.75, 4.26], [-2.52, 3.59, 5.65], [-3.77, 5.65, 6.14], [-5.45, 6.50, 4.52], [-5.85, 5.25, 2.42], [-4.60, 3.18, 1.95], [7.79, -3.09, 5.72], [6.45, -3.50, 5.54], [6.12, -4.05, 4.34], [7.02, -4.32, 3.32], [6.56, -4.90, 2.14], [5.22, -5.16, 1.95], [4.32, -4.91, 2.99], [4.77, -4.36, 4.17], [4.86, -5.85, 0.74], [3.86, -5.55, 0.06], [3.11, -4.35, 0.21], [3.63, -3.10, 0.49], [2.84, -1.95, 0.51], [1.48, -2.02, 0.26], [0.66, -1.01, 0.27], [0.94, -3.30, -0.08], [-0.40, -3.32, -0.35], [-0.99, -4.45, -0.60], [-0.28, -5.67, -0.65], [1.07, -5.67, -0.42], [1.73, -4.46, -0.11], [7.84, -2.61, 6.69], [8.09, -2.37, 4.95], [8.47, -3.94, 5.69], [8.07, -4.11, 3.44], [7.26, -5.15, 1.35], [3.27, -5.14, 2.87], [4.08, -4.16, 4.98], [4.69, -3.00, 0.67], [3.29, -0.99, 0.74], [-2.06, -4.41, -0.79], [-0.81, -6.58, -0.88], [1.64, -6.59, -0.46], [-0.84, -0.88, -1.93], [-0.81, -0.86, -3.33], [-1.21, 0.53, -3.81], [-2.04, 1.40, -3.16], [-2.28, 2.58, -3.92], [-1.62, 2.59, -5.11], [-0.69, 1.17, -5.32], [-1.78, -1.90, -3.91], [-1.79, -3.23, -3.62], [-2.83, -3.93, -4.28], [-3.58, -3.12, -5.08], [-3.03, -1.50, -5.02], [0.58, -1.23, -3.84], [0.93, -1.63, -5.10], [2.32, -1.85, -5.23], [2.99, -1.63, -4.07], [1.94, -1.14, -2.82], [-2.46, 1.20, -2.19], [-2.92, 3.38, -3.58], [-1.62, 3.36, -5.86], [-1.07, -3.69, -2.96], [-3.02, -4.99, -4.17], [-4.43, -3.38, -5.68], [0.20, -1.79, -5.89], [2.80, -2.18, -6.14], [4.05, -1.73, -3.88], [0.76, 5.97, 0.69], [-0.10, 4.78, 0.29], [-0.62, 5.00, -1.13], [-1.30, 4.71, 1.23], [0.76, 2.73, 0.27], [2.41, 2.96, -1.20], [3.09, 4.33, -1.26], [3.47, 1.90, -0.93], [1.76, 2.65, -2.55], [1.79, 2.57, 2.23], [2.69, 3.73, 2.63], [0.66, 2.40, 3.25], [2.58, 1.26, 2.27], [0.15, 6.88, 0.64], [1.62, 6.11, 0.03], [1.13, 5.89, 1.71], [-1.21, 5.92, -1.15], [-1.27, 4.18, -1.44], [0.18, 5.10, -1.86], [-1.96, 5.57, 1.05], [-1.01, 4.74, 2.28], [-1.89, 3.80, 1.07], [3.46, 4.66, -0.29], [2.42, 5.09, -1.65], [3.94, 4.27, -1.95], [4.08, 2.15, -0.06], [4.13, 1.82, -1.79], [3.02, 0.91, -0.77], [0.98, 3.36, -2.82], [1.32, 1.66, -2.56], [2.53, 2.68, -3.34], [2.11, 4.62, 2.89], [3.40, 4.00, 1.85], [3.26, 3.46, 3.52], [0.01, 3.28, 3.31], [1.10, 2.24, 4.25], [0.04, 1.54, 3.02], [3.49, 1.30, 1.66], [1.97, 0.42, 1.94], [2.89, 1.07, 3.30]], "lowdin_charge": [0.85, 0.05, -0.26, -0.02, -0.10, -0.11, -0.05, -0.09, -0.39, -0.33, -0.01, -0.16, -0.29, -0.02, 0.18, -0.08, -0.23, -0.05, -0.10, -0.11, -0.09, -0.04, 0.07, 0.11, 0.09, 0.09, 0.11, 0.09, 0.10, 0.12, 0.10, 0.11, 0.10, 0.09, 0.10, 0.11, -0.10, -0.09, -0.29, -0.03, -0.04, -0.30, -0.02, 0.01, 0.06, 0.06, -0.23, -0.01, 0.00, -0.40, -0.26, -0.16, 0.00, -0.11, -0.03, 0.01, -0.09, 0.09, 0.09, 0.09, 0.10, 0.11, 0.12, 0.12, 0.12, 0.10, 0.12, 0.11, 0.11, -0.26, -0.53, -0.49, -0.10, -0.18, -0.42, 1.04, -0.46, -0.10, -0.16, -0.40, 1.06, -0.46, -0.15, -0.18, -0.39, 1.12, 0.10, 0.10, 0.06, 0.11, 0.10, 0.06, 0.11, 0.10, 0.06, -0.11, -0.71, -0.15, -0.15, 1.64, -0.71, -0.12, -0.14, -0.15, -0.70, -0.11, -0.15, -0.14, 0.08, 0.05, 0.05, 0.08, 0.06, 0.05, 0.08, 0.06, 0.06, 0.06, 0.06, 0.08, 0.06, 0.08, 0.05, 0.06, 0.04, 0.09, 0.06, 0.06, 0.08, 0.05, 0.09, 0.06, 0.05, 0.06, 0.09]}

2.
{"formula": "C18H32As3Cl2GaO9P2", "method": "wB97M-V/def2-TZVPD", "de_lowest_kj_mol": 5.3, "symbols": ["Ga", "O", "P", "O", "O", "O", "P", "O", "O", "O", "H", "H", "Cl", "C", "C", "C", "Cl", "C", "O", "C", "C", "O", "C", "H", "H", "H", "C", "As", "C", "C", "C", "C", "C", "As", "C", "C", "C", "As", "C", "C", "H", "H", "H", "H", "H", "H", "H", "H", "H", "H", "H", "H", "H", "H", "H", "H", "H", "H", "H", "H", "H", "H", "H", "H", "H", "H", "H"], "xyz": [[-1.06, -0.35, -1.07], [-3.18, 2.67, 0.99], [-2.83, 1.17, 0.60], [-2.87, 0.21, 1.73], [-1.51, 1.27, -0.17], [-3.96, 0.76, -0.48], [-4.15, -0.82, -0.93], [-4.63, -1.50, 0.42], [-5.09, -0.95, -2.03], [-2.68, -1.31, -1.17], [-3.96, 2.73, 1.56], [-4.11, -1.14, 1.17], [3.76, 1.03, -6.34], [2.84, 0.77, -4.89], [3.52, 0.54, -3.68], [2.82, 0.35, -2.52], [3.67, 0.08, -1.03], [1.40, 0.36, -2.48], [0.79, 0.18, -1.36], [0.75, 0.60, -3.72], [-0.68, 0.68, -3.81], [-1.49, 0.43, -2.91], [1.48, 0.81, -4.90], [4.60, 0.52, -3.66], [-1.10, 1.00, -4.77], [0.95, 1.01, -5.83], [0.79, -0.55, 2.08], [-0.26, -1.69, 0.93], [-1.46, -2.55, 2.17], [1.10, -3.02, 0.46], [0.67, -4.36, -0.18], [0.04, -5.30, 0.86], [-0.39, -4.18, -1.29], [-0.20, -2.70, -2.57], [-1.69, -3.20, -3.73], [1.25, -3.26, -3.75], [1.90, -5.06, -0.81], [3.61, -5.51, 0.08], [4.45, -3.75, 0.23], [3.20, -5.73, 1.99], [0.18, 0.30, 2.38], [1.65, -0.19, 1.51], [1.12, -1.10, 2.96], [-0.90, -3.19, 2.84], [-2.22, -3.11, 1.64], [-1.94, -1.74, 2.73], [1.66, -3.21, 1.37], [1.75, -2.46, -0.22], [-0.88, -4.89, 1.26], [0.72, -5.50, 1.68], [-0.21, -6.26, 0.39], [-1.36, -3.96, -0.83], [-0.52, -5.11, -1.84], [-1.68, -4.27, -3.94], [-1.60, -2.65, -4.67], [-2.62, -2.91, -3.25], [1.18, -4.33, -3.95], [2.22, -3.01, -3.33], [1.13, -2.71, -4.68], [2.25, -4.48, -1.67], [1.56, -6.02, -1.22], [4.43, -3.25, -0.74], [5.49, -3.90, 0.51], [3.97, -3.10, 0.97], [2.58, -6.61, 2.15], [2.72, -4.86, 2.43], [4.16, -5.90, 2.48]], "lowdin_charge": [0.05, -0.07, 0.24, -0.29, -0.21, -0.23, 0.27, -0.12, -0.24, -0.31, 0.10, 0.04, 0.67, -0.67, -0.11, -0.56, 0.73, -0.37, -0.12, -0.13, -0.12, 0.04, -0.06, 0.11, 0.15, 0.12, -0.24, 1.22, -0.25, -0.31, -0.64, -0.05, -0.33, 1.19, -0.26, -0.28, -0.38, 1.13, -0.36, -0.36, 0.04, 0.02, 0.04, 0.04, 0.03, 0.02, 0.06, 0.06, 0.06, 0.06, 0.10, 0.08, 0.09, 0.03, 0.03, 0.02, 0.03, 0.01, 0.03, 0.03, 0.06, 0.01, 0.01, 0.01, 0.01, 0.01, 0.02]}

3.
{"formula": "C48H126N10O14", "method": "wB97M-V/def2-TZVPD", "de_lowest_kj_mol": 0.0, "smiles": "COC[C@H](C)N.COC[C@H](C)N.COC[C@H](C)N.COC[C@H](C)N.COC[C@H](C)N.COC[C@H](C)N.COCCNCCOC.COCCNCCOC.COCCNCCOC.COCCNCCOC", "symbols": ["C", "O", "C", "C", "N", "C", "C", "O", "C", "H", "H", "H", "H", "H", "H", "H", "H", "H", "H", "H", "H", "H", "H", "H", "C", "O", "C", "C", "N", "C", "C", "O", "C", "H", "H", "H", "H", "H", "H", "H", "H", "H", "H", "H", "H", "H", "H", "H", "C", "O", "C", "C", "N", "C", "C", "O", "C", "H", "H", "H", "H", "H", "H", "H", "H", "H", "H", "H", "H", "H", "H", "H", "C", "O", "C", "C", "N", "C", "C", "O", "C", "H", "H", "H", "H", "H", "H", "H", "H", "H", "H", "H", "H", "H", "H", "H", "C", "C", "C", "O", "C", "N", "H", "H", "H", "H", "H", "H", "H", "H", "H", "H", "H", "C", "C", "C", "O", "C", "N", "H", "H", "H", "H", "H", "H", "H", "H", "H", "H", "H", "C", "C", "C", "O", "C", "N", "H", "H", "H", "H", "H", "H", "H", "H", "H", "H", "H", "C", "C", "C", "O", "C", "N", "H", "H", "H", "H", "H", "H", "H", "H", "H", "H", "H", "C", "C", "C", "O", "C", "N", "H", "H", "H", "H", "H", "H", "H", "H", "H", "H", "H", "C", "C", "C", "O", "C", "N", "H", "H", "H", "H", "H", "H", "H", "H", "H", "H", "H"], "xyz": [[-3.39, -4.19, 2.21], [-2.05, -3.86, 2.46], [-1.55, -2.88, 1.57], [-0.08, -2.68, 1.84], [0.64, -3.87, 1.38], [2.07, -3.84, 1.62], [2.70, -5.10, 1.11], [2.10, -6.20, 1.78], [2.27, -7.40, 1.07], [-3.74, -4.80, 3.05], [-3.52, -4.78, 1.30], [-4.01, -3.28, 2.18], [-2.09, -1.93, 1.74], [-1.67, -3.18, 0.52], [0.18, -2.43, 2.88], [0.27, -1.84, 1.23], [0.22, -4.69, 1.82], [2.33, -3.69, 2.68], [2.48, -2.99, 1.06], [3.78, -5.11, 1.29], [2.47, -5.18, 0.03], [1.69, -7.40, 0.14], [1.91, -8.23, 1.68], [3.33, -7.59, 0.85], [-0.46, -6.10, -1.74], [-0.37, -5.00, -2.60], [-0.81, -5.31, -3.91], [-0.68, -4.09, -4.78], [-1.65, -3.06, -4.46], [-1.60, -1.97, -5.42], [-2.62, -0.92, -5.08], [-2.04, -0.14, -4.03], [-2.86, 0.89, -3.57], [-0.25, -5.75, -0.72], [0.27, -6.88, -2.01], [-1.46, -6.54, -1.75], [-1.85, -5.66, -3.87], [-0.21, -6.12, -4.34], [-0.80, -4.41, -5.82], [0.36, -3.71, -4.69], [-1.38, -2.67, -3.56], [-1.70, -2.33, -6.44], [-0.62, -1.45, -5.39], [-3.52, -1.41, -4.69], [-2.86, -0.28, -5.94], [-3.73, 0.50, -3.02], [-3.24, 1.52, -4.39], [-2.30, 1.53, -2.89], [-3.61, -1.43, 4.49], [-3.79, -0.43, 3.53], [-2.80, 0.59, 3.60], [-3.15, 1.69, 2.63], [-2.77, 1.41, 1.26], [-2.96, 2.53, 0.36], [-2.15, 3.75, 0.77], [-2.21, 4.71, -0.25], [-1.37, 5.80, 0.05], [-3.65, -1.04, 5.52], [-2.64, -1.92, 4.35], [-4.43, -2.14, 4.38], [-1.80, 0.19, 3.37], [-2.84, 1.01, 4.61], [-2.67, 2.60, 2.99], [-4.23, 1.91, 2.70], [-3.30, 0.60, 0.95], [-4.01, 2.81, 0.21], [-2.62, 2.22, -0.64], [-1.10, 3.42, 0.90], [-2.48, 4.13, 1.74], [-1.72, 6.31, 0.95], [-1.37, 6.50, -0.79], [-0.34, 5.45, 0.19], [4.08, 4.34, 2.44], [3.22, 5.22, 3.14], [1.87, 5.13, 2.72], [1.18, 3.81, 3.03], [1.11, 3.54, 4.45], [0.36, 2.32, 4.70], [-0.07, 2.21, 6.14], [-0.82, 1.02, 6.27], [-1.13, 0.73, 7.60], [4.02, 4.54, 1.36], [3.80, 3.30, 2.62], [5.07, 4.49, 2.85], [1.81, 5.31, 1.63], [1.36, 5.94, 3.25], [1.61, 2.94, 2.52], [0.17, 3.93, 2.60], [0.73, 4.35, 4.92], [0.97, 1.46, 4.43], [-0.56, 2.30, 4.07], [-0.74, 3.05, 6.39], [0.78, 2.22, 6.82], [-0.26, 0.43, 8.20], [-1.87, -0.07, 7.64], [-1.58, 1.61, 8.09], [2.13, 1.50, -0.57], [0.63, 1.37, -0.39], [0.00, 0.23, -1.17], [0.76, -0.94, -0.91], [0.30, -2.05, -1.65], [0.38, 1.25, 1.07], [2.65, 0.63, -0.15], [2.49, 2.37, -0.03], [2.39, 1.52, -1.63], [0.18, 2.32, -0.70], [0.03, 0.42, -2.25], [-1.03, 0.10, -0.81], [0.59, -2.01, -2.71], [-0.80, -2.06, -1.58], [0.59, -2.99, -1.19], [0.59, 0.29, 1.35], [-0.61, 1.36, 1.27], [0.75, -2.22, 6.56], [1.92, -2.32, 5.60], [2.08, -1.09, 4.76], [3.12, -1.36, 3.84], [3.31, -0.32, 2.91], [3.16, -2.51, 6.37], [0.85, -1.31, 7.16], [0.72, -3.10, 7.20], [-0.21, -2.20, 6.04], [1.70, -3.14, 4.90], [2.34, -0.22, 5.39], [1.16, -0.87, 4.20], [2.40, -0.16, 2.32], [4.10, -0.62, 2.23], [3.56, 0.64, 3.40], [3.92, -2.78, 5.75], [3.04, -3.27, 7.03], [2.57, -0.90, -5.00], [2.55, 0.58, -5.28], [3.52, 1.30, -4.36], [3.25, 2.69, -4.41], [4.02, 3.43, -3.51], [2.83, 0.83, -6.71], [1.94, -1.43, -5.72], [2.16, -1.10, -4.01], [3.59, -1.29, -5.01], [1.55, 0.99, -5.11], [4.57, 1.09, -4.62], [3.39, 0.94, -3.33], [5.11, 3.28, -3.65], [3.84, 3.14, -2.47], [3.82, 4.48, -3.68], [3.70, 0.35, -6.95], [3.02, 1.82, -6.84], [-0.73, 7.05, -5.12], [-1.76, 5.95, -5.29], [-1.62, 4.89, -4.23], [-0.26, 4.53, -4.10], [-0.11, 3.32, -3.42], [-3.11, 6.53, -5.26], [0.28, 6.64, -5.16], [-0.88, 7.54, -4.16], [-0.82, 7.83, -5.88], [-1.58, 5.45, -6.25], [-2.21, 4.00, -4.50], [-1.99, 5.24, -3.26], [-0.75, 3.22, -2.53], [0.91, 3.24, -3.03], [-0.32, 2.46, -4.07], [-3.81, 5.80, -5.19], [-3.30, 6.95, -6.16], [-8.13, -1.64, 0.43], [-6.65, -1.59, 0.69], [-5.94, -0.46, -0.01], [-4.54, -0.58, 0.05], [-4.02, -1.53, -0.84], [-6.40, -1.47, 2.12], [-8.61, -0.71, 0.74], [-8.56, -2.47, 1.00], [-8.36, -1.85, -0.62], [-6.22, -2.55, 0.35], [-6.22, 0.47, 0.49], [-6.28, -0.35, -1.05], [-4.32, -1.30, -1.87], [-4.29, -2.55, -0.55], [-2.93, -1.49, -0.81], [-6.74, -2.26, 2.65], [-5.41, -1.42, 2.36], [3.98, -1.95, -1.34], [5.29, -1.45, -1.90], [5.91, -0.35, -1.07], [5.18, 0.85, -1.23], [5.43, 1.74, -0.18], [6.31, -2.52, -2.04], [4.08, -2.36, -0.33], [3.50, -2.67, -2.01], [3.23, -1.16, -1.24], [5.15, -1.05, -2.91], [6.94, -0.18, -1.40], [6.01, -0.65, -0.01], [4.90, 1.46, 0.74], [5.07, 2.75, -0.40], [6.50, 1.82, 0.04], [5.83, -3.40, -2.26], [6.69, -2.69, -1.11]], "lowdin_charge": [-0.11, -0.18, -0.22, -0.18, -0.04, -0.21, -0.22, -0.19, -0.12, 0.09, 0.09, 0.07, 0.12, 0.12, 0.11, 0.09, 0.11, 0.11, 0.10, 0.13, 0.12, 0.07, 0.09, 0.09, -0.12, -0.20, -0.23, -0.22, -0.04, -0.21, -0.21, -0.21, -0.12, 0.07, 0.09, 0.09, 0.13, 0.13, 0.12, 0.12, 0.07, 0.12, 0.12, 0.12, 0.13, 0.08, 0.09, 0.06, -0.11, -0.21, -0.21, -0.19, -0.05, -0.19, -0.25, -0.18, -0.09, 0.09, 0.09, 0.08, 0.12, 0.12, 0.10, 0.14, 0.08, 0.13, 0.10, 0.09, 0.12, 0.09, 0.09, 0.08, -0.11, -0.18, -0.22, -0.24, -0.04, -0.21, -0.22, -0.22, -0.13, 0.08, 0.07, 0.09, 0.11, 0.13, 0.08, 0.10, 0.11, 0.10, 0.11, 0.13, 0.13, 0.08, 0.09, 0.09, -0.05, -0.38, -0.18, -0.21, -0.10, 0.08, 0.06, 0.08, 0.06, 0.11, 0.12, 0.12, 0.08, 0.07, 0.08, 0.04, 0.03, -0.05, -0.45, -0.23, -0.19, -0.10, 0.05, 0.07, 0.08, 0.08, 0.13, 0.13, 0.11, 0.07, 0.08, 0.09, 0.07, 0.07, -0.06, -0.43, -0.22, -0.19, -0.11, 0.04, 0.07, 0.06, 0.08, 0.13, 0.14, 0.10, 0.09, 0.06, 0.09, 0.07, 0.07, -0.06, -0.45, -0.21, -0.17, -0.11, 0.03, 0.07, 0.08, 0.08, 0.14, 0.12, 0.13, 0.07, 0.08, 0.09, 0.07, 0.07, -0.06, -0.46, -0.20, -0.22, -0.09, 0.06, 0.08, 0.08, 0.08, 0.13, 0.14, 0.13, 0.08, 0.08, 0.07, 0.07, 0.03, -0.05, -0.43, -0.21, -0.19, -0.13, 0.04, 0.07, 0.08, 0.06, 0.12, 0.13, 0.13, 0.08, 0.08, 0.10, 0.06, 0.07]}

Ordered E_tot results: -210006.9555 -316137.4533 -95379.0078; unit eV.
Ordered HOMO energy results: -4.75 -8.88 -8.64; unit eV.
Ordered gap between HOMO and LUMO results: 6.5 8.0 9.3; unit eV.